[1]
{
  "formula": "C23H26MoN3O7S2",
  "method": "ωB97M-V with the def2-TZVPD basis set",
  "species": ["Mo", "S", "S", "O", "O", "O", "O", "O", "O", "O", "N", "N", "N", "C", "C", "C", "C", "C", "C", "C", "C", "C", "C", "C", "C", "C", "C", "C", "C", "C", "C", "C", "C", "C", "C", "C", "H", "H", "H", "H", "H", "H", "H", "H", "H", "H", "H", "H", "H", "H", "H", "H", "H", "H", "H", "H", "H", "H", "H", "H", "H", "H"],
  "coordinates": [[0.17915, -0.08806, 0.10343], [-1.20107, -0.61712, 1.91505], [-0.17606, -2.38099, -0.48297], [-0.36451, 3.88109, 1.99479], [2.35665, 6.88601, -2.53366], [2.49669, 5.42764, -4.11795], [-0.28037, 0.40666, -1.68793], [0.65216, 0.98982, -3.60064], [0.96660, 5.56862, 1.78269], [0.03547, 1.91052, 0.35446], [1.89212, -0.17684, 1.07013], [0.43667, 4.54661, 1.34550], [2.19731, 5.75164, -2.97355], [2.08883, 0.21777, 2.39424], [1.36938, 1.61563, 4.26169], [0.75754, 4.14967, 0.02749], [3.34051, 0.27551, 4.48298], [1.64717, 4.77083, -2.11923], [-2.67290, -2.78582, 2.77648], [1.37491, 3.48650, -2.61034], [2.79772, -0.60710, -1.18295], [1.34848, 5.08601, -0.80297], [-1.32744, -3.02338, 0.67095], [4.35942, 0.03711, 0.60237], [2.46466, 1.20409, 5.01060], [0.39229, 1.23719, -2.43703], [3.15478, -2.23487, 0.64581], [1.20276, 1.14042, 2.97200], [-1.75763, -4.42586, 0.37284], [0.80260, 2.52918, -1.79733], [0.48189, 2.80969, -0.43295], [3.13131, -0.23464, 3.21272], [4.56401, -0.17396, 5.22415], [-1.75574, -2.28172, 1.70020], [0.37658, 2.57675, 4.83734], [3.04072, -0.73163, 0.33462], [4.54375, 0.14848, 6.26138], [-0.46443, 2.02534, 5.26176], [3.82289, -0.99247, 2.89446], [2.24489, -2.72805, 0.30440], [1.57672, 6.06747, -0.41032], [4.12707, 1.04114, 0.95458], [-2.09881, -4.47833, -0.66016], [3.57620, -1.15772, -1.71142], [0.83092, 3.18291, 5.61971], [4.01162, -2.66419, 0.13280], [3.24148, -2.42051, 1.71125], [1.60993, 3.24142, -3.63384], [2.83411, 0.43676, -1.50336], [4.92704, 0.12299, -0.32339], [-0.89509, -5.08445, 0.45973], [-0.00881, 3.22744, 4.05686], [5.00282, -0.44656, 1.33310], [0.36331, 1.52505, 2.40984], [4.64505, -1.25886, 5.18458], [-2.21019, -3.61182, 3.31831], [-2.86885, -1.98440, 3.48190], [5.44737, 0.25396, 4.74813], [-2.54477, -4.75595, 1.04485], [-3.61551, -3.13431, 2.35641], [2.62611, 1.60602, 6.00104], [1.84479, -1.04721, -1.49520]],
  "atomic_forces_ev_per_a": [[-0.048, -2.112, 2.050], [-0.266, -0.168, -0.195], [-0.343, -0.109, -0.099], [0.387, 0.538, -0.587], [-0.061, -0.298, -0.097], [-0.128, 0.070, 0.357], [-0.310, 0.244, -1.351], [-0.013, 0.334, 0.370], [-0.164, -0.374, -0.140], [-0.047, 1.114, 0.003], [0.123, 0.278, -0.401], [-0.446, 0.482, 1.736], [0.721, 1.059, -0.886], [-0.152, 0.450, 0.507], [0.175, -0.023, 0.006], [0.226, -0.723, -1.575], [-0.053, 0.002, 0.029], [-0.639, -1.315, 0.850], [0.057, -0.002, -0.065], [-0.002, 0.190, 0.349], [-0.197, 0.038, 0.247], [-0.029, 0.111, 0.091], [0.205, 0.352, -0.060], [-0.199, -0.032, -0.014], [-0.017, -0.051, -0.062], [0.234, 0.067, -0.966], [-0.035, 0.178, -0.060], [-0.107, 0.054, 0.094], [0.118, 0.170, 0.090], [-0.007, 0.459, -0.308], [0.184, 0.331, 0.225], [-0.089, -0.037, -0.149], [-0.040, 0.039, -0.031], [0.304, 0.128, -0.140], [-0.091, -0.004, -0.066], [0.444, -0.648, -0.327], [0.024, -0.016, 0.129], [-0.065, 0.043, 0.080], [0.055, -0.030, -0.204], [0.110, -0.071, -0.011], [-0.076, -0.062, -0.057], [0.108, 0.077, -0.002], [-0.128, -0.113, -0.029], [0.010, 0.045, -0.033], [-0.039, 0.031, 0.071], [0.162, -0.108, -0.057], [0.081, -0.046, 0.079], [-0.089, -0.072, -0.079], [0.004, 0.021, -0.013], [0.016, -0.021, -0.056], [-0.004, -0.233, 0.043], [-0.064, 0.071, 0.121], [-0.014, 0.029, 0.044], [0.204, -0.023, 0.047], [0.127, -0.084, 0.089], [-0.044, -0.048, 0.079], [-0.160, -0.002, 0.128], [0.137, -0.055, 0.072], [-0.070, -0.128, 0.014], [-0.141, -0.009, 0.069], [0.025, 0.051, 0.138], [0.138, -0.037, -0.087]],
  "charge": -1,
  "multiplicity": 3,
  "gap_ev": [6.27, 6.43],
  "e_tot_ha": -2447.557536,
  "e_above_lowest_ev": 1.1700,
  "s_squared": 2.02
}

[2]
{
  "formula": "C23H26N2O3",
  "method": "ωB97M-V with the def2-TZVPD basis set",
  "species": ["O", "O", "O", "N", "N", "C", "C", "C", "C", "C", "C", "C", "C", "C", "C", "C", "C", "C", "C", "C", "C", "C", "C", "C", "C", "C", "C", "C", "H", "H", "H", "H", "H", "H", "H", "H", "H", "H", "H", "H", "H", "H", "H", "H", "H", "H", "H", "H", "H", "H", "H", "H", "H", "H"],
  "coordinates": [[-0.74050, 0.40470, 0.50081], [-2.38156, -2.93194, 2.36809], [-0.04537, -3.75116, 2.65796], [-2.79343, -0.93284, 1.41245], [1.35112, -0.38505, 0.77034], [2.24411, -1.34117, 1.18533], [-3.13658, 1.79224, -1.88616], [-0.02185, -0.49965, 0.93112], [-5.34860, 1.48957, -0.25693], [-4.55438, 0.38532, -0.54027], [-5.04312, 2.73138, -0.78363], [-4.85611, -0.94678, 0.08598], [3.62672, -1.22062, 0.98177], [-3.44676, 0.55000, -1.36235], [4.50302, 3.29091, -2.66062], [4.02065, -3.32731, 2.08602], [-1.96681, -1.89505, 1.81828], [2.67060, -3.47186, 2.28828], [1.77384, -2.49305, 1.84458], [-0.51585, -1.67955, 1.60087], [2.55662, 1.76897, -2.15498], [0.35779, -2.65518, 2.04845], [4.00010, 2.13144, -1.80912], [-4.22746, -1.03221, 1.48608], [4.49130, -2.19489, 1.42720], [1.81271, 0.81002, 0.08083], [-3.93328, 2.88615, -1.59696], [2.04305, 0.53937, -1.40755], [5.52924, 3.54040, -2.40138], [-3.69213, 3.85694, -2.00468], [1.90627, 2.61928, -1.93982], [-4.46834, -1.98889, 1.95627], [4.03655, -0.36627, 0.47039], [-4.45661, -1.75404, -0.53027], [3.88549, 4.17263, -2.50495], [2.71175, 1.18146, 0.57228], [4.46913, 3.03214, -3.71662], [2.26595, -4.33643, 2.79020], [1.02202, 1.55655, 0.18810], [2.49766, 1.57102, -3.22763], [4.63948, 1.26028, -1.97291], [4.71113, -4.08163, 2.42929], [-5.93420, -1.08434, 0.18408], [-6.21469, 1.37310, 0.37986], [1.08935, 0.22905, -1.83950], [-2.37619, -0.12660, 0.94534], [-2.26838, 1.90618, -2.51812], [2.74812, -0.28633, -1.53071], [-2.82141, -0.30016, -1.59363], [-1.06171, -3.69404, 2.69433], [5.55125, -2.07517, 1.25821], [4.07384, 2.40942, -0.75603], [-4.61251, -0.21743, 2.10927], [-5.67103, 3.58111, -0.55724]],
  "atomic_forces_ev_per_a": [[-0.069, 0.093, -0.110], [0.069, -0.377, 0.164], [-0.054, 0.066, -0.028], [-0.087, 0.276, -0.161], [-0.136, 0.250, -0.011], [0.054, -0.608, 0.336], [0.056, 0.077, -0.042], [0.164, -0.070, 0.071], [0.011, 0.025, -0.004], [-0.065, -0.136, -0.130], [-0.064, 0.080, 0.060], [0.119, 0.075, 0.264], [0.055, 0.125, -0.055], [-0.078, -0.024, -0.029], [0.047, -0.163, 0.194], [0.039, -0.085, 0.041], [0.114, 0.362, -0.113], [-0.070, 0.104, -0.048], [0.207, -0.019, -0.025], [-0.068, -0.413, 0.200], [0.203, -0.299, 0.174], [-0.329, 0.275, -0.129], [-0.190, 0.173, -0.203], [-0.308, -0.348, 0.053], [-0.102, -0.005, 0.012], [0.023, 0.242, -0.356], [0.052, 0.084, -0.068], [-0.060, 0.245, 0.078], [0.093, 0.098, -0.042], [0.018, 0.069, -0.036], [-0.069, 0.089, -0.071], [-0.027, 0.195, -0.010], [-0.012, 0.102, -0.064], [-0.050, -0.035, 0.013], [-0.040, 0.131, -0.024], [-0.044, -0.026, 0.021], [0.005, 0.017, -0.127], [-0.009, -0.075, 0.041], [0.238, -0.094, 0.029], [-0.047, 0.078, -0.043], [0.015, -0.063, 0.083], [0.047, -0.075, 0.035], [-0.011, -0.031, -0.037], [-0.097, -0.018, 0.062], [-0.014, -0.090, 0.043], [0.132, -0.180, 0.139], [0.081, 0.011, -0.053], [-0.014, -0.060, -0.033], [0.063, -0.097, -0.001], [0.152, 0.140, -0.093], [0.077, 0.035, -0.026], [0.058, -0.074, 0.073], [-0.030, -0.114, -0.021], [-0.046, 0.061, 0.011]],
  "charge": 0,
  "gap_ev": 8.78,
  "e_tot_ha": -1227.367271,
  "e_above_lowest_ev": 0.0739,
  "smiles": "CCCCCn1c(=O)c(C(=O)NCCc2ccccc2)c(O)c2ccccc21"
}

[3]
{
  "formula": "C23H26N2O5",
  "method": "ωB97M-V with the def2-TZVPD basis set",
  "species": ["O", "O", "O", "O", "O", "N", "N", "C", "C", "C", "C", "C", "C", "C", "C", "C", "C", "C", "C", "C", "C", "C", "C", "C", "C", "C", "C", "C", "C", "C", "H", "H", "H", "H", "H", "H", "H", "H", "H", "H", "H", "H", "H", "H", "H", "H", "H", "H", "H", "H", "H", "H", "H", "H", "H", "H"],
  "coordinates": [[0.58811, 2.61844, -1.77674], [1.44901, -3.20605, 0.48101], [2.66211, 1.75322, -1.52258], [-1.69524, 1.92737, 3.12235], [-2.11257, -3.16411, -1.92843], [-1.85895, -0.92420, -1.64257], [-2.13369, 0.73976, 0.52658], [3.27561, -0.04492, -0.09873], [0.24046, -3.42659, -0.09327], [3.05829, -1.33711, 0.44769], [-2.23696, -0.02189, 1.76313], [-3.19282, -0.55098, -2.04195], [2.29903, 0.52458, -0.97689], [-0.16492, -2.34676, -0.83253], [5.17332, -1.22751, 1.59097], [-0.43646, -4.71910, 0.16330], [-1.47040, -2.21250, -1.51725], [1.13776, -0.11783, -1.29879], [-1.23040, 1.86116, 0.74197], [-2.60150, 0.85629, 2.96797], [4.46539, 0.62789, 0.23253], [5.39189, 0.04913, 1.05965], [1.85106, -1.97387, 0.09658], [-3.40974, 1.08087, -0.09287], [-1.63335, 2.71346, 1.94884], [4.02596, -1.91133, 1.29041], [2.52081, 3.89046, -2.43134], [-4.02689, -0.11166, -0.83448], [1.78333, 2.69412, -1.88629], [0.89379, -1.38308, -0.72826], [-2.54953, 0.27958, 3.89287], [-2.60905, 3.19151, 1.76734], [-5.02244, 0.17386, -1.17820], [-3.65111, -1.41726, -2.52541], [-1.17603, 2.47003, -0.16053], [-1.42476, -0.23849, -1.03296], [3.31699, 3.56680, -3.09564], [-3.21802, 1.87849, -0.81536], [-0.67078, -4.82526, 1.22224], [4.63749, 1.61005, -0.17995], [3.83877, -2.89599, 1.69084], [2.96626, 4.43741, -1.60253], [-2.97469, -0.81629, 1.64780], [-0.88959, 3.48752, 2.14285], [6.30062, 0.57818, 1.30567], [-1.25832, -0.47957, 1.94309], [-4.14502, 1.45787, 0.63432], [-0.23699, 1.43940, 0.93170], [-4.13729, -0.95919, -0.15664], [0.21373, -5.54462, -0.12182], [-3.62437, 1.24957, 2.85350], [-3.12540, 0.26959, -2.76409], [-1.34872, -4.75687, -0.42481], [5.91537, -1.66875, 2.23955], [0.43487, 0.31549, -1.98905], [1.82601, 4.53969, -2.95481]],
  "atomic_forces_ev_per_a": [[0.171, -0.068, -0.027], [0.165, -0.269, 0.207], [0.451, -0.460, 0.124], [0.088, -0.027, 0.069], [-0.221, -0.262, -0.033], [0.165, 0.091, -0.270], [0.109, 0.228, 0.052], [-0.160, -0.051, -0.065], [-0.755, 0.337, -0.550], [-0.100, -0.033, -0.071], [-0.022, 0.068, 0.281], [-0.340, -0.112, -0.003], [-0.426, -0.278, 0.059], [0.297, -0.637, 0.386], [-0.142, -0.245, 0.047], [0.183, 0.068, 0.110], [0.159, 0.157, -0.060], [0.262, 0.306, -0.086], [-0.041, 0.339, 0.342], [-0.082, -0.253, -0.163], [0.199, 0.069, 0.079], [-0.031, 0.241, -0.135], [-0.534, 0.966, -0.717], [-0.284, -0.195, 0.027], [0.118, -0.018, -0.308], [0.158, 0.000, 0.093], [-0.150, -0.126, -0.016], [0.272, 0.176, -0.125], [-0.389, 0.653, -0.184], [0.757, -0.450, 0.625], [-0.087, -0.020, -0.067], [0.061, 0.011, 0.031], [-0.065, -0.032, 0.031], [0.060, 0.160, -0.021], [0.035, -0.029, 0.034], [-0.013, -0.245, 0.123], [0.073, 0.018, -0.024], [-0.045, 0.062, 0.034], [-0.009, -0.035, 0.075], [0.040, 0.054, -0.010], [0.024, -0.091, 0.061], [0.061, 0.023, 0.053], [0.024, -0.071, 0.025], [-0.065, 0.027, -0.072], [0.058, 0.064, 0.000], [-0.060, -0.066, 0.054], [0.060, 0.097, -0.069], [0.022, 0.111, -0.047], [-0.087, -0.046, 0.020], [0.021, -0.085, -0.020], [0.065, -0.030, 0.051], [-0.084, -0.062, -0.012], [0.015, -0.006, 0.001], [0.038, -0.062, 0.053], [0.004, 0.055, -0.006], [-0.023, -0.015, 0.015]],
  "charge": 0,
  "gap_ev": 8.46,
  "e_tot_ha": -1377.788648,
  "e_above_lowest_ev": 1.8290,
  "smiles": "CC(=O)Oc1cc2c(C(=O)NCCCN3CCOCC3)c(C)oc2c2ccccc12"
}

[4]
{
  "formula": "C23H26N6O",
  "method": "ωB97M-V with the def2-TZVPD basis set",
  "species": ["O", "N", "N", "N", "N", "N", "N", "C", "C", "C", "C", "C", "C", "C", "C", "C", "C", "C", "C", "C", "C", "C", "C", "C", "C", "C", "C", "C", "C", "C", "H", "H", "H", "H", "H", "H", "H", "H", "H", "H", "H", "H", "H", "H", "H", "H", "H", "H", "H", "H", "H", "H", "H", "H", "H", "H"],
  "coordinates": [[2.21283, 2.16688, -0.01545], [-2.35588, -1.63710, 2.48147], [-2.72179, -1.57018, 0.40767], [-3.18030, -1.98798, 1.59224], [0.74737, -0.52634, 0.01597], [-1.33386, -0.98331, 1.95182], [-2.04786, 3.17374, 0.27430], [1.25852, 0.21170, 1.16043], [-3.47349, -1.84466, -0.81137], [1.43031, 1.69030, 0.98221], [-3.69356, -0.54715, -1.59404], [-1.54146, -0.93629, 0.65457], [2.91188, -1.36722, -0.68926], [3.89970, -3.32917, 0.29200], [2.77974, -2.60808, -0.07749], [-0.64093, -0.28614, -0.34628], [2.19630, 3.51051, 0.06732], [4.18122, -0.85894, -0.92170], [5.30342, -1.58330, -0.55684], [5.16490, -2.81940, 0.04949], [1.42361, 3.91526, 1.10792], [-0.60292, 1.85620, -1.67884], [-1.00863, 1.17772, -0.53415], [-0.90617, 3.20008, -1.81329], [-1.63498, 3.81238, -0.80602], [-1.73335, 1.90014, 0.41027], [1.68008, -0.59934, -1.09569], [-2.71778, -2.88712, -1.64120], [-4.83015, -2.41567, -0.39362], [0.92688, 2.73169, 1.70560], [4.29201, 0.11077, -1.38586], [-1.90875, 4.85713, -0.86593], [-5.37373, -1.69688, 0.21324], [-0.78846, -0.79251, -1.30769], [2.76425, 4.05137, -0.66352], [-2.57631, -3.79554, -1.05968], [-2.77889, -0.17754, -2.04786], [6.04036, -3.38323, 0.33610], [-4.70026, -3.32132, 0.19134], [-4.08770, 0.22754, -0.93926], [1.79022, -2.99276, 0.11894], [-0.59192, 3.75393, -2.68436], [-5.41622, -2.64566, -1.27913], [2.22694, -0.23784, 1.40467], [0.57392, 0.04094, 1.99300], [0.27668, 2.66386, 2.55280], [-3.29356, -3.13066, -2.52995], [1.97573, 0.39013, -1.47344], [-4.41555, -0.72534, -2.38666], [-2.07634, 1.43547, 1.32506], [1.22649, 4.92220, 1.41279], [-0.05666, 1.33967, -2.45638], [6.28772, -1.17880, -0.74273], [-1.74132, -2.52680, -1.95502], [1.19234, -1.14350, -1.91384], [3.78721, -4.29122, 0.77006]],
  "atomic_forces_ev_per_a": [[0.232, -0.399, -0.190], [-0.114, -0.176, 0.939], [1.085, 0.625, 0.668], [-0.950, -0.528, -0.275], [-0.129, -0.200, -0.160], [0.682, 0.436, -0.446], [-0.298, 0.338, 0.348], [0.237, 0.173, 0.016], [-0.476, -0.233, -0.632], [-0.432, 0.167, 0.903], [0.060, -0.127, 0.130], [-0.639, -0.522, -0.048], [0.080, 0.023, -0.103], [-0.053, -0.076, 0.018], [0.026, 0.018, -0.030], [0.127, 0.140, -0.113], [-0.215, 0.727, 0.328], [-0.120, 0.005, -0.027], [0.141, -0.037, 0.001], [0.126, 0.006, 0.009], [0.377, 0.016, -0.438], [-0.078, 0.024, 0.176], [-0.197, 0.156, -0.203], [-0.019, -0.077, 0.009], [0.083, 0.093, -0.258], [-0.005, -0.400, -0.211], [0.021, 0.022, -0.167], [-0.063, 0.116, 0.135], [0.104, 0.000, -0.001], [0.348, -0.596, -0.248], [-0.016, 0.114, -0.031], [0.023, 0.107, -0.094], [-0.086, 0.023, 0.048], [0.006, 0.102, 0.151], [0.105, -0.004, -0.131], [0.004, -0.077, 0.039], [0.080, 0.057, -0.054], [0.070, -0.040, 0.029], [-0.072, -0.048, 0.009], [-0.041, 0.065, 0.035], [-0.119, -0.040, 0.044], [0.010, 0.075, -0.065], [0.018, 0.024, -0.154], [-0.110, 0.033, 0.108], [0.283, 0.127, -0.015], [-0.185, -0.103, 0.180], [-0.049, -0.016, -0.105], [-0.026, -0.178, -0.067], [-0.044, -0.048, -0.086], [0.010, -0.145, 0.063], [0.001, 0.251, 0.004], [0.066, -0.057, -0.056], [0.078, 0.029, -0.006], [0.091, 0.027, -0.053], [-0.029, 0.087, 0.038], [-0.011, -0.080, 0.036]],
  "charge": 0,
  "gap_ev": 8.68,
  "e_tot_ha": -1295.759726,
  "e_above_lowest_ev": 3.0976,
  "smiles": "CC(C)(C)n1nnnc1[C@@H](c1cccnc1)N(Cc1ccccc1)Cc1ccco1"
}